Density functional theory data (ωB97M-V/def2-TZVPD) for a molecular structure, C28H42BrCuN3P2 at a distorted geometry.

The geometry in ORCA input format:
```
! RIJCOSX wB97M-V def2-TZVPD def2/J DEFGRID3
* xyz 2 2
C -0.464 6.726 -3.435
C -0.625 5.363 -3.827
C -0.952 5.113 -5.167
C -1.290 6.177 -6.023
N -1.181 7.403 -5.565
C -0.811 7.744 -4.350
C -0.668 4.190 -2.886
C -0.801 3.432 -1.923
C -1.392 2.749 -0.828
C -0.533 2.312 0.188
C -1.026 1.220 1.030
C -2.508 0.956 1.212
C -3.174 1.498 0.096
C -2.763 2.417 -0.829
Cu 0.293 -0.076 -0.748
P 2.036 -1.278 1.188
H -0.993 4.072 -5.490
H -0.108 6.965 -2.427
H -1.582 5.938 -7.042
H -0.722 8.787 -4.049
H -3.488 2.751 -1.538
H 0.404 2.927 0.282
H -4.169 1.163 0.309
H -0.176 0.680 1.507
C 2.195 -2.837 2.318
C 3.073 -4.040 1.974
H 1.156 -3.155 2.499
H 2.581 -2.445 3.274
H 3.088 -4.749 2.817
H 2.715 -4.631 1.119
H 4.118 -3.759 1.806
C 2.854 -1.667 -0.461
C 3.452 -0.479 -1.210
H 2.080 -2.145 -1.119
H 3.651 -2.423 -0.233
H 3.314 -0.697 -2.266
H 2.924 0.460 -1.044
H 4.525 -0.372 -1.054
C 3.526 -0.402 1.923
C 4.925 -1.054 1.882
H 3.272 -0.129 2.961
H 3.562 0.522 1.326
H 5.693 -0.305 2.124
H 5.072 -1.856 2.620
H 5.192 -1.451 0.894
Br -4.110 0.629 2.483
P -1.379 -1.783 0.267
C -0.242 -3.172 -0.338
C -0.382 -4.513 -0.978
H 0.455 -3.399 0.522
H 0.190 -2.598 -1.185
H 0.653 -4.683 -1.297
H -0.581 -5.325 -0.284
H -0.989 -4.584 -1.875
C -2.683 -2.902 1.037
C -3.910 -3.417 0.389
H -3.115 -2.337 1.922
H -2.094 -3.781 1.327
H -4.606 -3.640 1.199
H -4.432 -2.703 -0.226
H -3.811 -4.367 -0.119
C -2.235 -1.236 -1.329
C -2.581 -1.895 -2.651
H -1.518 -0.454 -1.731
H -3.166 -0.790 -0.926
H -2.958 -1.003 -3.167
H -1.745 -2.220 -3.284
H -3.395 -2.619 -2.657
N 0.902 1.841 4.973
C -0.329 1.351 5.387
C -0.735 0.526 4.365
N 0.226 0.498 3.390
C 1.191 1.310 3.752
H 1.459 2.550 5.427
H -0.816 1.595 6.309
H -1.653 -0.029 4.242
H 2.110 1.538 3.224
*
```

The LUMO energy (spin up / spin down) comes out at -7.20 / -9.65 eV. Its HOMO-LUMO gap (spin up / spin down) is 6.29 / 3.83 eV. Its expectation value of S² is 0.773.


Density functional theory data (ωB97M-V/def2-TZVPD) for 5 unconnected molecules or ions with the total composition C36H28ClF4NS at a distorted geometry.

The geometry in ORCA input format:
```
! RIJCOSX wB97M-V def2-TZVPD def2/J DEFGRID3
* xyz 0 1
Cl 4.196 7.708 -0.323
C 4.299 5.905 -0.566
C 5.479 5.015 -0.086
C 5.372 3.496 -0.354
C 4.205 2.800 -1.097
C 3.025 3.677 -1.581
C 3.106 5.226 -1.291
S 1.610 6.193 -1.865
C 0.229 5.008 -1.429
C -1.127 5.465 -0.826
C -2.172 4.373 -0.467
C -1.815 2.865 -0.707
C -0.468 2.410 -1.335
C 0.572 3.493 -1.696
N 1.875 3.074 -2.287
H 6.336 5.529 0.471
H 6.227 2.830 0.031
H 4.154 1.662 -1.271
H -1.319 6.584 -0.654
H -3.168 4.709 -0.029
H -2.571 2.058 -0.410
H -0.223 1.306 -1.501
H 1.938 3.453 -3.257
F 0.035 -0.788 -0.221
C -0.088 -0.491 1.085
C 0.389 0.723 1.554
C 0.257 1.033 2.904
C -0.341 0.120 3.770
C -0.811 -1.098 3.288
C -0.689 -1.403 1.936
H 0.858 1.417 0.866
H 0.620 1.983 3.280
H -0.439 0.360 4.824
H -1.273 -1.810 3.964
H -1.057 -2.343 1.541
F 5.558 -1.914 0.845
C 4.772 -2.358 -0.149
C 5.276 -3.276 -1.057
C 4.460 -3.739 -2.085
C 3.153 -3.270 -2.198
C 2.660 -2.344 -1.283
C 3.472 -1.889 -0.249
H 6.298 -3.623 -0.958
H 4.842 -4.463 -2.796
H 2.519 -3.629 -3.003
H 1.644 -1.977 -1.375
H 3.101 -1.175 0.477
F -4.543 2.551 0.541
C -5.634 2.097 -0.097
C -5.656 0.791 -0.562
C -6.788 0.318 -1.218
C -7.881 1.160 -1.410
C -7.846 2.471 -0.943
C -6.718 2.941 -0.277
H -4.793 0.153 -0.410
H -6.818 -0.704 -1.579
H -8.762 0.792 -1.926
H -8.696 3.126 -1.097
H -6.677 3.955 0.101
F -2.541 -6.042 2.858
C -1.449 -6.293 2.118
C -0.329 -5.488 2.262
C 0.804 -5.750 1.499
C 0.801 -6.807 0.592
C -0.331 -7.605 0.451
C -1.461 -7.351 1.222
H -0.348 -4.665 2.968
H 1.688 -5.132 1.611
H 1.684 -7.008 -0.006
H -0.333 -8.425 -0.259
H -2.348 -7.967 1.132
*
```

The LUMO energy comes out at 0.30 eV. Its HOMO-LUMO gap is 8.47 eV. The structure (SMILES) is Clc1cccc2c1Sc1ccccc1N2.Fc1ccccc1.Fc1ccccc1.Fc1ccccc1.Fc1ccccc1.


Density functional theory data (ωB97M-V/def2-TZVPD) for 8 unconnected molecules or ions with the total composition C8H32N8O10 at a distorted geometry.

The geometry in ORCA input format:
```
! RIJCOSX wB97M-V def2-TZVPD def2/J DEFGRID3
* xyz 0 1
N 2.158 3.205 2.286
C 1.637 2.350 3.192
N 0.743 2.942 4.001
O 1.549 1.123 2.944
H 2.766 2.894 1.549
H 1.680 4.085 2.229
H 0.029 2.579 4.604
H 0.945 3.911 4.197
N 2.494 -3.698 -1.815
C 3.233 -2.536 -1.849
N 3.941 -2.503 -3.017
O 3.101 -1.573 -1.113
H 1.921 -3.768 -0.986
H 2.314 -4.168 -2.676
H 3.922 -3.119 -3.805
H 4.646 -1.788 -3.107
N -0.945 -0.372 1.077
C 0.059 -0.745 0.242
N 1.264 -0.473 0.775
O -0.065 -1.525 -0.726
H -1.884 -0.460 0.723
H -0.724 0.289 1.801
H 1.392 0.257 1.477
H 2.063 -0.710 0.194
N -0.718 -0.484 -3.609
C -0.405 -1.463 -4.498
N 0.222 -2.517 -3.923
O -0.780 -1.430 -5.663
H -0.480 -0.492 -2.627
H -1.329 0.215 -3.998
H 0.624 -2.442 -3.002
H 0.389 -3.338 -4.474
O -2.717 0.054 -1.350
C -3.837 -0.818 -1.545
C -3.417 -2.299 -1.627
O -2.780 -2.685 -0.435
H -2.334 0.018 -2.231
H -4.582 -0.615 -0.778
H -4.239 -0.559 -2.532
H -2.863 -2.532 -2.543
H -4.368 -2.803 -1.829
H -2.047 -2.054 -0.365
O -3.858 3.215 3.019
C -2.460 3.190 2.800
C -2.148 3.592 1.392
O -2.222 4.952 1.064
H -4.045 3.040 3.945
H -2.019 3.982 3.421
H -1.942 2.262 3.053
H -2.514 2.852 0.665
H -1.100 3.299 1.194
H -1.634 5.173 0.342
O 4.631 0.087 0.697
H 4.716 -0.434 -0.108
H 3.689 0.084 0.882
O 2.620 -1.873 4.494
H 2.272 -1.203 3.895
H 3.437 -2.167 4.079
*
```

The LUMO energy comes out at -0.03 eV. Its HOMO-LUMO gap is 9.64 eV. The structure (SMILES) is NC(N)=O.NC(N)=O.NC(N)=O.NC(N)=O.OCCO.OCCO.O.O.


Density functional theory data (ωB97M-V/def2-TZVPD) for 2 unconnected molecules or ions with the total composition CH3Br2P at a distorted geometry.

The geometry in ORCA input format:
```
! RIJCOSX wB97M-V def2-TZVPD def2/J DEFGRID3
* xyz 0 1
C -0.161 0.506 -0.269
P -1.853 0.295 -0.949
Br 3.194 1.712 -0.018
Br -2.890 1.834 0.297
H 0.430 -0.209 -0.760
H -0.413 0.308 0.741
H 0.118 1.508 -0.360
*
```

The LUMO energy (spin up / spin down) comes out at -1.10 / -3.83 eV. Its HOMO-LUMO gap (spin up / spin down) is 8.82 / 4.45 eV.


Density functional theory data (ωB97M-V/def2-TZVPD) for a molecular structure, C24H35BrN2OP2SV.

The geometry in ORCA input format:
```
! RIJCOSX wB97M-V def2-TZVPD def2/J DEFGRID3
* xyz 0 2
V -0.592 0.128 0.953
C -2.010 1.478 -4.593
C -1.921 -0.040 -4.476
N -0.626 -0.513 -4.008
C 0.383 -0.869 -5.006
C 1.416 0.226 -5.247
C -0.319 -0.609 -2.691
S -1.551 -0.202 -1.541
N 0.899 -1.070 -2.442
C 1.385 -1.180 -1.204
O 0.833 -0.816 -0.147
C 2.730 -1.816 -1.097
C 3.517 -2.054 -2.219
C 4.767 -2.638 -2.083
C 5.235 -2.999 -0.826
C 4.449 -2.770 0.296
C 3.204 -2.178 0.163
H -3.021 1.771 -4.880
H -1.317 1.855 -5.346
H -1.773 1.939 -3.635
H -2.095 -0.491 -5.454
H -2.691 -0.410 -3.803
H -0.148 -1.091 -5.933
H 0.884 -1.777 -4.678
H 0.943 1.144 -5.599
H 2.136 -0.098 -6.001
H 1.952 0.437 -4.323
H 3.136 -1.774 -3.192
H 5.378 -2.815 -2.959
H 6.210 -3.458 -0.722
H 4.807 -3.054 1.278
H 2.585 -1.990 1.029
C -4.262 1.156 -0.365
P -2.739 1.628 0.534
C -2.244 3.143 -0.353
C -3.517 2.336 2.050
C -2.446 2.687 3.080
P -1.286 1.264 3.205
C -2.251 0.089 4.209
C -0.100 1.894 4.445
H -4.970 1.988 -0.375
H -4.723 0.300 0.127
H -4.014 0.876 -1.386
H -3.077 3.845 -0.440
H -1.900 2.855 -1.346
H -1.414 3.619 0.168
H -4.193 1.573 2.442
H -4.129 3.202 1.782
H -2.883 2.927 4.053
H -1.860 3.553 2.760
H -2.700 0.576 5.078
H -1.577 -0.700 4.543
H -3.033 -0.366 3.602
H -0.624 2.319 5.303
H 0.532 2.660 3.995
H 0.535 1.075 4.777
Br 3.909 -2.886 5.148
C 2.573 -2.012 4.104
C 2.841 -0.766 3.565
C 1.864 -0.147 2.794
C 0.619 -0.735 2.535
C 0.399 -1.991 3.110
C 1.358 -2.636 3.888
H 3.800 -0.292 3.738
H 2.103 0.826 2.369
H -0.540 -2.512 2.939
H 1.165 -3.614 4.310
*
```

The LUMO energy (spin up / spin down) comes out at 0.36 / 0.39 eV. Its HOMO-LUMO gap (spin up / spin down) is 7.27 / 6.52 eV. Its expectation value of S² is 0.771.


Density functional theory data (ωB97M-V/def2-TZVPD) for 7 unconnected molecules or ions with the total composition C58H68Cl2F6N3O6S at a distorted geometry.

The geometry in ORCA input format:
```
! RIJCOSX wB97M-V def2-TZVPD def2/J DEFGRID3
* xyz 1 1
C 2.939 1.700 -3.381
C 1.626 1.432 -2.850
C 1.516 0.815 -1.412
N 0.776 -0.462 -1.153
O 1.289 -0.691 0.152
C -0.706 -0.421 -0.733
C -1.583 0.885 -0.803
C -1.815 1.654 -2.165
C -3.081 2.644 -1.923
O -3.154 3.309 -0.856
O -4.105 2.682 -2.928
C -1.293 -1.876 -1.217
C -2.527 -1.888 -2.243
C -3.951 -1.487 -1.363
C -5.379 -1.910 -2.151
O -4.811 -0.413 -1.984
C -0.006 -2.896 -1.503
N -0.112 -3.792 -0.363
C 0.164 -3.446 1.021
C -0.792 -4.409 1.946
S -0.262 -4.189 -2.872
C 1.258 -5.127 -3.328
O -1.246 -5.291 -2.465
O -0.874 -3.670 -4.140
C 1.228 -1.843 -1.787
N 2.518 -2.011 -1.098
C 2.992 -3.280 -0.590
C 4.541 -3.687 -0.908
C 5.599 -2.543 -0.551
C 1.782 -1.851 -3.311
Cl 3.416 -2.585 -3.813
C 1.131 -1.366 -4.469
C -0.289 -0.689 -4.419
Cl 1.824 -1.473 -6.174
H 3.196 1.447 -4.475
H 3.690 2.229 -2.686
H 0.765 1.702 -3.564
H 2.589 0.720 -0.999
H 1.064 1.677 -0.779
H 1.310 0.135 0.676
H -0.713 -0.580 0.410
H -2.621 0.637 -0.359
H -1.138 1.645 -0.053
H -0.942 2.381 -2.373
H -2.104 1.041 -3.076
H -4.178 3.598 -3.290
H -1.891 -2.133 -0.258
H -2.783 -2.913 -2.661
H -2.556 -1.035 -2.990
H -3.925 -1.604 -0.171
H -6.186 -1.640 -1.379
H -5.473 -1.737 -3.268
H -1.101 -4.117 -0.316
H 1.211 -3.703 1.437
H -0.076 -2.403 1.408
H -0.898 -5.443 1.452
H -0.402 -4.466 3.016
H -1.815 -3.879 2.010
H 1.413 -4.999 -4.465
H 2.215 -4.849 -2.792
H 1.118 -6.263 -3.181
H 3.269 -1.399 -1.420
H 2.388 -4.225 -0.761
H 3.049 -3.169 0.568
H 4.745 -4.545 -0.158
H 4.671 -4.170 -1.935
H 6.506 -2.705 -1.247
H 5.941 -2.671 0.529
H 5.243 -1.470 -0.671
H -1.100 -1.293 -4.950
H -0.519 -0.428 -3.349
H -0.209 0.308 -5.000
F 5.693 -1.614 2.866
C 6.466 -0.517 2.924
C 7.841 -0.645 2.805
C 8.641 0.492 2.860
C 8.057 1.743 3.045
C 6.676 1.859 3.168
C 5.875 0.724 3.102
H 8.278 -1.628 2.671
H 9.717 0.403 2.761
H 8.682 2.629 3.092
H 6.223 2.834 3.315
H 4.797 0.797 3.187
F 1.505 -4.841 4.021
C 2.006 -6.089 4.089
C 3.376 -6.268 4.185
C 3.893 -7.557 4.261
C 3.034 -8.652 4.228
C 1.659 -8.460 4.127
C 1.141 -7.171 4.062
H 4.030 -5.403 4.201
H 4.964 -7.708 4.344
H 3.438 -9.658 4.283
H 0.991 -9.315 4.098
H 0.072 -7.003 3.992
F -7.585 7.522 1.381
C -7.216 6.419 0.713
C -5.894 6.271 0.322
C -5.509 5.125 -0.366
C -6.453 4.145 -0.665
C -7.779 4.307 -0.272
C -8.162 5.448 0.426
H -5.176 7.048 0.557
H -4.478 4.995 -0.669
H -6.153 3.253 -1.206
H -8.514 3.546 -0.509
H -9.187 5.587 0.748
F -4.536 -3.786 2.322
C -5.416 -2.845 2.705
C -6.652 -3.229 3.200
C -7.560 -2.255 3.602
C -7.225 -0.906 3.493
C -5.983 -0.533 2.990
C -5.071 -1.508 2.599
H -6.898 -4.283 3.270
H -8.527 -2.544 3.998
H -7.936 -0.147 3.802
H -5.725 0.517 2.902
H -4.095 -1.235 2.213
F 3.416 4.523 -3.796
C 2.527 5.457 -3.413
C 1.296 5.059 -2.916
C 0.377 6.023 -2.514
C 0.697 7.374 -2.623
C 1.934 7.762 -3.129
C 2.857 6.798 -3.522
H 1.062 4.004 -2.846
H -0.587 5.722 -2.116
H -0.022 8.125 -2.313
H 2.179 8.814 -3.218
H 3.829 7.082 -3.909
F 2.140 4.062 1.244
C 1.437 5.024 1.872
C 1.801 5.409 3.152
C 1.077 6.406 3.798
C -0.010 6.998 3.159
C -0.370 6.600 1.875
C 0.361 5.611 1.225
H 2.645 4.930 3.636
H 1.358 6.720 4.797
H -0.578 7.772 3.666
H -1.219 7.059 1.381
H 0.101 5.295 0.222
*
```

The LUMO energy comes out at -2.73 eV. Its HOMO-LUMO gap is 7.81 eV.


Density functional theory data (ωB97M-V/def2-TZVPD) for a molecular structure, C4H4CuO5 at a distorted geometry.

The geometry in ORCA input format:
```
! RIJCOSX wB97M-V def2-TZVPD def2/J DEFGRID3
* xyz 1 1
O -0.447 -0.747 -0.576
C 0.011 0.442 -0.222
C -1.870 -0.819 -0.354
O 1.073 0.885 -0.651
O -0.958 1.236 0.200
C -2.240 0.644 -0.088
H -2.043 -1.471 0.510
H -2.336 -1.233 -1.252
H -2.884 0.784 0.785
H -2.665 1.152 -0.961
Cu 2.985 0.962 -1.315
O 4.012 -0.045 0.321
C 3.889 -0.607 1.340
O 3.473 -1.184 2.263
*
```

The LUMO energy comes out at -4.75 eV. Its HOMO-LUMO gap is 10.01 eV.


Density functional theory data (ωB97M-V/def2-TZVPD) for 2 unconnected molecules or ions with the total composition C3H12N2S.

The geometry in ORCA input format:
```
! RIJCOSX wB97M-V def2-TZVPD def2/J DEFGRID3
* xyz 0 1
C -3.449 -0.521 -1.538
C -2.888 -1.094 -0.215
S -1.518 -0.111 0.466
H -4.355 0.047 -1.347
H -2.701 0.107 -2.032
H -3.693 -1.304 -2.255
H -2.525 -2.098 -0.393
H -3.654 -1.136 0.555
H -0.534 -0.938 0.134
N 2.169 0.692 -0.252
C 3.331 0.932 0.620
N 2.944 1.207 2.000
H 1.672 -0.138 0.056
H 2.541 0.438 -1.166
H 3.861 1.801 0.248
H 3.995 0.073 0.650
H 2.747 0.331 2.477
H 2.058 1.712 1.992
*
```

The LUMO energy comes out at 0.81 eV. Its HOMO-LUMO gap is 9.87 eV. The structure (SMILES) is CCS.NCN.